# 1
Density functional theory data (wB97M-V/def2-TZVPD) for a molecular structure, C37H91N6NaO15 in a non-equilibrium geometry.

```
! wB97M-V def2-TZVPD RIJCOSX def2/J DEFGRID3
* xyz 0 1
Na -1.95694 -1.00519 2.13949
O 1.12309 1.37593 0.37255
C 0.01283 0.69811 0.81519
O -0.45319 0.98048 1.93723
O -0.49560 -0.13461 0.06031
H 1.15930 0.88217 -0.44993
C 2.33345 -1.59790 0.49094
O 2.29287 -2.83799 1.09984
C 3.47074 -3.04343 1.83761
C 3.54317 -4.45127 2.58916
N 2.65803 -4.69041 3.77028
C 3.11689 -5.79479 4.62050
C 4.07200 -5.15300 5.72208
O 3.82441 -3.83230 6.05344
C 4.87863 -3.23627 6.89599
H 3.31851 -1.33326 0.10660
H 2.16584 -0.99273 1.38188
H 1.60713 -1.49987 -0.31587
H 3.47504 -2.31266 2.64634
H 4.31813 -3.05212 1.15208
H 4.57402 -4.61617 2.90260
H 3.37706 -5.25150 1.86796
H 2.76263 -3.88426 4.36968
H 3.54258 -6.65042 4.09630
H 2.23433 -6.30116 5.01137
H 5.03582 -5.33980 5.24854
H 4.17775 -5.90938 6.49978
H 5.64247 -3.02672 6.14716
H 5.26776 -3.90662 7.66235
H 4.54491 -2.32751 7.39688
C 3.00752 -0.61282 5.14044
O 3.37513 0.54135 4.50608
C 2.31626 1.51202 4.53469
C 2.40577 2.63450 3.42646
N 1.05259 3.07287 3.04186
C 1.08359 4.14200 1.99139
C -0.14662 5.16463 1.97508
O -0.21492 5.98721 0.81850
C -0.66510 5.45409 -0.39484
H 2.08292 -1.04348 4.75606
H 2.87660 -0.30775 6.17865
H 3.81441 -1.34248 5.20851
H 2.38948 1.93323 5.53735
H 1.45175 0.90011 4.27724
H 2.80162 2.05355 2.59345
H 3.22707 3.30089 3.69008
H 0.50684 2.26760 2.77022
H 1.16900 3.59527 1.05230
H 2.03717 4.63898 2.16974
H 0.06415 5.81277 2.82572
H -1.13924 4.78493 2.21723
H 0.15226 5.38462 -1.11261
H -1.31697 6.27435 -0.69541
H -1.22749 4.52162 -0.34659
C -5.96506 -2.68561 -3.49104
O -4.95483 -2.13941 -2.66640
C -5.29362 -2.35715 -1.28827
C -4.07935 -1.96385 -0.29361
N -2.87581 -2.86436 -0.19378
C -2.10628 -2.94746 -1.46904
C -0.87849 -3.83019 -1.42495
O -1.43516 -5.16263 -1.31821
C -1.66075 -5.80399 -2.58012
H -5.92066 -3.77334 -3.43661
H -5.74401 -2.56193 -4.55120
H -6.95829 -2.36394 -3.17778
H -5.49907 -3.39566 -1.02869
H -6.15922 -1.75579 -1.01044
H -4.59881 -2.03815 0.66177
H -3.71324 -0.94550 -0.42408
H -2.30156 -2.75234 0.62950
H -1.80262 -1.94343 -1.76535
H -2.81674 -3.32403 -2.20494
H -0.17854 -3.59017 -0.62460
H -0.46535 -3.59739 -2.40639
H -1.84495 -5.14137 -3.42576
H -2.52456 -6.46857 -2.56456
H -0.73839 -6.35961 -2.74939
C -5.43835 -0.65093 2.40005
O -4.21384 -0.02515 1.87955
C -4.29910 1.41928 1.73862
C -4.16001 2.12020 3.09515
N -2.95221 1.53699 3.72138
C -2.47109 2.34774 4.75486
C -1.12947 1.84795 5.27238
O -1.36500 0.62897 5.95040
C -0.45191 0.38192 6.90623
H -6.14722 -0.68557 1.57276
H -5.85927 -0.25124 3.32264
H -5.26822 -1.71932 2.53314
H -5.24636 1.75994 1.32059
H -3.53231 1.68914 1.01247
H -4.97145 1.86940 3.77835
H -4.07318 3.20511 3.03572
H -2.22121 1.51310 3.02485
H -3.16705 2.28865 5.59167
H -2.43866 3.40724 4.50088
H -0.69182 2.55499 5.97712
H -0.43124 1.69094 4.45023
H -0.72383 0.68930 7.91602
H 0.54358 0.82552 6.88866
H -0.36241 -0.70436 6.89768
C 4.42696 -3.11238 -5.17534
O 3.55329 -2.21833 -5.64186
C 3.62850 -0.95834 -5.06101
C 2.58472 -0.22947 -5.91709
N 1.28710 -0.10206 -5.26144
C 0.43066 -1.29797 -5.33918
C -0.82476 -1.14934 -4.45470
O -1.56744 0.04621 -4.52881
C -2.47091 0.34512 -3.44409
H 4.35402 -4.06900 -5.69269
H 4.31481 -3.26735 -4.10226
H 5.46822 -2.79287 -5.13288
H 4.64156 -0.56672 -5.15300
H 3.23363 -1.02746 -4.04741
H 2.28920 -0.62748 -6.88784
H 3.05317 0.72137 -6.17115
H 1.10378 0.67450 -4.64220
H 0.93675 -2.24099 -5.13258
H 0.09031 -1.48796 -6.35709
H -0.64526 -1.15137 -3.37959
H -1.60132 -1.88914 -4.64898
H -2.78815 1.37891 -3.58095
H -1.99024 0.25619 -2.46985
H -3.28714 -0.36167 -3.59348
C 3.15145 1.29404 -2.44405
O 3.21305 2.30123 -3.46492
C 2.38294 3.41083 -3.35037
C 0.92716 3.06855 -3.70909
N 0.11788 4.23905 -3.90176
C -1.17950 3.77669 -4.44839
C -2.09734 5.07762 -4.65295
O -1.77549 5.49387 -5.96206
C -2.26199 6.79317 -6.19504
H 4.16108 0.91662 -2.28189
H 2.40549 0.50503 -2.53950
H 2.97122 1.74576 -1.46856
H 2.63182 4.16994 -4.09193
H 2.56022 3.91476 -2.40025
H 0.36667 2.62316 -2.88716
H 0.90044 2.47749 -4.62453
H 0.65741 4.70243 -4.61890
H -1.68725 3.12425 -3.73803
H -0.97775 3.10281 -5.28103
H -1.77129 5.78471 -3.89019
H -3.12142 4.84991 -4.35712
H -1.73173 7.44008 -5.49617
H -3.34929 6.76646 -6.26693
H -1.85574 7.14951 -7.14165
*
```

Properties
Relative energy (zero: lowest compared OMol25 entry of this formula, charge and spin) ... 471.0 kJ/mol
DFT total energy ... -3083.3416 Eh
Highest occupied orbital energy ... -7.817 eV
Max |F| ... 3.64 eV/A

# 2
Density functional theory data (wB97M-V/def2-TZVPD) for a molecular structure, C26H29MnN7O2S in a non-equilibrium geometry.

```
! wB97M-V def2-TZVPD RIJCOSX def2/J DEFGRID3
* xyz 2 2
Mn 0.45714 -0.55152 0.71374
C 2.21786 -1.09165 -0.78398
N 2.50738 -0.35661 0.47381
C 3.59672 -0.97692 1.26310
C 2.74936 1.04523 0.10500
C 3.93979 1.46737 -0.44230
C 4.05592 2.78383 -0.87359
C 2.97117 3.65030 -0.77536
C 1.78296 3.23155 -0.20952
C 1.67009 1.92039 0.25945
N 0.58349 1.31271 0.90554
C -0.21325 1.90182 1.84920
C -0.52426 3.26678 1.98879
C -1.31165 3.67598 3.03690
C -1.77590 2.75340 3.97741
C -1.46828 1.39961 3.85574
C -0.71349 0.98219 2.79005
N -0.30178 -0.40765 2.61261
C -1.43924 -1.33458 2.90557
C 0.83690 -0.72383 3.52982
H 2.86963 -0.79863 -1.60303
H 2.28620 -2.15831 -0.63247
H 1.18707 -0.81782 -1.11994
H 4.50315 -1.09126 0.66902
H 3.81378 -0.35011 2.12456
H 3.27585 -1.95962 1.60291
H 4.78041 0.78891 -0.54155
H 4.98854 3.12631 -1.30559
H 3.05328 4.66422 -1.14415
H 0.94971 3.91288 -0.17532
H -0.20734 3.99460 1.26382
H -1.57548 4.72142 3.12706
H -2.37713 3.08879 4.81409
H -1.82638 0.70087 4.60088
H -1.69220 -1.29166 3.96222
H -2.30314 -1.05780 2.31398
H -1.13864 -2.34870 2.67613
H 0.51367 -0.65828 4.56808
H 1.18031 -1.73827 3.33328
H 1.64422 -0.01391 3.37150
N -1.69542 -0.11939 -6.46042
C -1.89698 -0.03039 -5.12166
C -2.77486 -0.91789 -4.47433
C -2.98039 -0.83687 -3.11936
C -2.31107 0.14203 -2.38005
C -1.44213 1.04414 -3.00566
C -1.23643 0.95682 -4.36115
S -2.49315 0.19933 -0.66613
O -2.11776 1.49898 -0.19366
O -3.71239 -0.40564 -0.25440
N -1.24014 -0.77992 -0.06736
C -1.19343 -2.16152 -0.12272
N -2.08170 -2.95429 -0.68426
C -1.84209 -4.26279 -0.56698
C -0.71923 -4.78137 0.07217
C 0.18228 -3.87410 0.57154
N -0.04492 -2.56104 0.48056
H -2.21941 -0.76593 -7.01746
H -1.14640 0.56199 -6.94603
H -3.31468 -1.65258 -5.06209
H -3.67314 -1.50491 -2.62171
H -0.96891 1.82732 -2.42261
H -0.59490 1.67325 -4.86378
H -2.57982 -4.92240 -1.01262
H -0.55022 -5.84503 0.15870
H 1.10084 -4.18984 1.05405
*
```

Properties
DFT total energy ... -3090.5361 Eh
Highest occupied orbital energy (alpha / beta) ... -12.629 / -12.641 eV
Max |F| ... 2.07 eV/A

Repeat the second record exactly.
Density functional theory data (wB97M-V/def2-TZVPD) for a molecular structure, C26H29MnN7O2S in a non-equilibrium geometry.

```
! wB97M-V def2-TZVPD RIJCOSX def2/J DEFGRID3
* xyz 2 2
Mn 0.45714 -0.55152 0.71374
C 2.21786 -1.09165 -0.78398
N 2.50738 -0.35661 0.47381
C 3.59672 -0.97692 1.26310
C 2.74936 1.04523 0.10500
C 3.93979 1.46737 -0.44230
C 4.05592 2.78383 -0.87359
C 2.97117 3.65030 -0.77536
C 1.78296 3.23155 -0.20952
C 1.67009 1.92039 0.25945
N 0.58349 1.31271 0.90554
C -0.21325 1.90182 1.84920
C -0.52426 3.26678 1.98879
C -1.31165 3.67598 3.03690
C -1.77590 2.75340 3.97741
C -1.46828 1.39961 3.85574
C -0.71349 0.98219 2.79005
N -0.30178 -0.40765 2.61261
C -1.43924 -1.33458 2.90557
C 0.83690 -0.72383 3.52982
H 2.86963 -0.79863 -1.60303
H 2.28620 -2.15831 -0.63247
H 1.18707 -0.81782 -1.11994
H 4.50315 -1.09126 0.66902
H 3.81378 -0.35011 2.12456
H 3.27585 -1.95962 1.60291
H 4.78041 0.78891 -0.54155
H 4.98854 3.12631 -1.30559
H 3.05328 4.66422 -1.14415
H 0.94971 3.91288 -0.17532
H -0.20734 3.99460 1.26382
H -1.57548 4.72142 3.12706
H -2.37713 3.08879 4.81409
H -1.82638 0.70087 4.60088
H -1.69220 -1.29166 3.96222
H -2.30314 -1.05780 2.31398
H -1.13864 -2.34870 2.67613
H 0.51367 -0.65828 4.56808
H 1.18031 -1.73827 3.33328
H 1.64422 -0.01391 3.37150
N -1.69542 -0.11939 -6.46042
C -1.89698 -0.03039 -5.12166
C -2.77486 -0.91789 -4.47433
C -2.98039 -0.83687 -3.11936
C -2.31107 0.14203 -2.38005
C -1.44213 1.04414 -3.00566
C -1.23643 0.95682 -4.36115
S -2.49315 0.19933 -0.66613
O -2.11776 1.49898 -0.19366
O -3.71239 -0.40564 -0.25440
N -1.24014 -0.77992 -0.06736
C -1.19343 -2.16152 -0.12272
N -2.08170 -2.95429 -0.68426
C -1.84209 -4.26279 -0.56698
C -0.71923 -4.78137 0.07217
C 0.18228 -3.87410 0.57154
N -0.04492 -2.56104 0.48056
H -2.21941 -0.76593 -7.01746
H -1.14640 0.56199 -6.94603
H -3.31468 -1.65258 -5.06209
H -3.67314 -1.50491 -2.62171
H -0.96891 1.82732 -2.42261
H -0.59490 1.67325 -4.86378
H -2.57982 -4.92240 -1.01262
H -0.55022 -5.84503 0.15870
H 1.10084 -4.18984 1.05405
*
```

Properties
DFT total energy ... -3090.5361 Eh
Highest occupied orbital energy (alpha / beta) ... -12.629 / -12.641 eV
Max |F| ... 2.07 eV/A

Which value of DFT total energy does entry 2 give?
-3090.5361 Eh